1.
# C32H72BrP2

A 3-piece molecular cluster, C32H72BrP2 overall (wB97M-V/def2-TZVPD, the OMol25 dataset).

The value obtained for the energy relative to the best compared isomer or geometry (same formula, charge and spin) is 70.7 kcal/mol. For the LUMO energy, the calculation gives -1.63 eV.

The geometry in ORCA input format:
```
! RIJCOSX wB97M-V def2-TZVPD def2/J DEFGRID3
* xyz 1 1
Br 1.15 -0.87 0.84
C 4.59 1.00 -5.95
C 3.14 1.29 -6.25
C 2.18 0.94 -5.09
C 2.34 1.81 -3.77
P 1.54 0.98 -2.38
C -0.08 0.40 -2.92
C -0.73 -0.57 -2.00
C -2.07 -1.09 -2.68
C -2.61 -2.44 -2.18
C 2.55 -0.46 -1.89
C 4.04 -0.12 -1.71
C 4.87 -1.40 -1.84
C 6.34 -1.33 -1.53
C 1.29 2.19 -1.06
C 2.51 3.17 -0.71
C 2.07 3.88 0.63
C 2.33 3.03 1.88
H 5.16 1.52 -5.18
H 5.05 1.10 -6.93
H 4.68 -0.06 -5.69
H 2.72 0.73 -7.10
H 3.00 2.33 -6.54
H 2.22 -0.12 -4.81
H 1.14 0.97 -5.43
H 1.78 2.74 -3.83
H 3.41 1.98 -3.61
H 0.11 -0.15 -3.84
H -0.69 1.28 -3.11
H -0.98 -0.09 -1.05
H 0.00 -1.35 -1.80
H -2.04 -1.19 -3.76
H -2.88 -0.38 -2.46
H -3.52 -2.75 -2.69
H -2.83 -2.50 -1.12
H -1.88 -3.23 -2.37
H 2.47 -1.18 -2.70
H 2.16 -0.97 -1.01
H 4.13 0.36 -0.74
H 4.43 0.60 -2.42
H 4.66 -1.79 -2.84
H 4.52 -2.08 -1.06
H 6.74 -2.23 -1.98
H 6.61 -1.29 -0.47
H 6.88 -0.43 -1.84
H 0.80 1.79 -0.16
H 0.52 2.76 -1.58
H 2.69 3.86 -1.53
H 3.44 2.62 -0.54
H 0.99 3.97 0.52
H 2.44 4.90 0.65
H 1.61 3.32 2.65
H 3.32 3.14 2.32
H 2.06 1.99 1.72
C 0.96 -4.46 3.02
C -0.64 -4.70 2.89
C -1.59 -3.51 3.02
C -1.50 -2.46 1.88
P -2.15 -0.83 2.40
C -1.77 0.34 1.14
C -2.31 1.84 1.17
C -1.96 2.62 -0.13
C -2.67 3.94 -0.30
C -1.63 -0.28 4.00
C -0.08 -0.48 4.15
C 0.53 0.63 5.05
C 0.77 1.92 4.21
C -3.92 -1.05 2.42
C -4.53 -1.45 1.03
C -5.99 -1.95 1.17
C -6.99 -0.98 1.82
H 1.42 -5.43 3.16
H 1.09 -3.98 3.99
H 1.43 -3.80 2.29
H -0.84 -5.50 3.60
H -0.84 -5.19 1.94
H -1.59 -3.09 4.02
H -2.59 -3.94 2.89
H -1.95 -2.85 0.96
H -0.46 -2.19 1.67
H -1.79 -0.12 0.15
H -0.70 0.52 1.30
H -1.95 2.42 2.02
H -3.39 1.87 1.33
H -2.29 2.04 -0.99
H -0.87 2.65 -0.18
H -2.53 4.39 -1.28
H -2.35 4.65 0.47
H -3.74 3.96 -0.12
H -2.17 -0.77 4.81
H -1.98 0.75 4.03
H 0.37 -0.37 3.16
H 0.23 -1.47 4.49
H 1.48 0.25 5.42
H -0.12 0.64 5.92
H -0.13 2.42 3.85
H 1.44 1.84 3.35
H 1.39 2.62 4.77
H -4.41 -0.15 2.78
H -4.29 -1.81 3.11
H -4.00 -2.32 0.63
H -4.55 -0.56 0.41
H -5.97 -2.91 1.68
H -6.43 -2.24 0.22
H -6.86 -0.83 2.90
H -8.05 -1.24 1.88
H -6.91 0.00 1.35
*
```


2.
# C32H72ClNO13P2SSi2

C32H72ClNO13P2SSi2 as an isolated structure (wB97M-V/def2-TZVPD, the OMol25 dataset).

For the LUMO energy, the calculation gives -0.10 eV.

The geometry in ORCA input format:
```
! RIJCOSX wB97M-V def2-TZVPD def2/J DEFGRID3
* xyz 0 1
C 2.06 -4.83 2.89
C 2.16 -5.67 1.51
O 2.04 -6.92 1.63
O 2.41 -5.00 0.29
C 1.18 -4.87 -0.50
C 1.44 -4.08 -1.87
C 1.58 -2.47 -1.64
C 0.06 -1.93 -1.46
Si -0.06 -0.01 -1.26
C -0.57 0.65 -3.01
C -1.06 2.20 -2.96
C -1.21 2.76 -4.46
O 0.07 3.04 -5.08
O -1.31 0.52 -0.19
Si -0.85 0.54 1.48
C -2.43 1.12 2.44
C -3.60 0.02 2.47
C -5.02 0.56 3.01
C -5.81 -0.73 3.59
N -5.29 -1.18 4.92
C -4.25 -0.51 5.69
C -3.92 -1.26 6.99
C -4.91 -2.47 6.99
C -5.72 -2.34 5.68
O 0.37 1.73 1.86
C 1.18 1.34 3.00
C 0.41 1.39 4.42
C 1.51 1.24 5.61
O -0.19 2.72 4.61
P -0.39 -1.48 2.31
O 1.06 -2.10 1.59
Cl -1.87 -2.89 1.78
P 1.94 0.85 -0.88
O 1.71 2.56 -0.74
O 2.77 0.21 0.47
S 3.12 0.63 -2.44
H 2.95 -4.11 2.89
H 1.05 -4.33 3.01
H 2.23 -5.58 3.75
H 0.29 -4.47 0.11
H 0.88 -5.95 -0.80
H 0.49 -4.21 -2.50
H 2.31 -4.50 -2.49
H 2.24 -2.21 -0.75
H 1.98 -2.06 -2.64
H -0.48 -2.21 -2.45
H -0.48 -2.51 -0.64
H -1.51 0.04 -3.29
H 0.26 0.47 -3.78
H -2.11 2.18 -2.47
H -0.35 2.87 -2.36
H -1.78 1.93 -5.04
H -1.84 3.72 -4.48
H 0.53 2.20 -5.32
H -2.19 1.56 3.46
H -2.84 2.01 1.81
H -3.66 -0.46 1.43
H -3.23 -0.82 3.18
H -5.61 0.89 2.09
H -4.90 1.38 3.80
H -5.55 -1.59 2.85
H -6.94 -0.62 3.55
H -3.70 0.44 5.37
H -3.13 -0.98 7.75
H -4.94 -3.26 7.81
H -6.54 -3.11 5.45
H 1.74 0.34 2.86
H 2.01 2.14 3.08
H -0.35 0.56 4.58
H 2.54 1.52 5.21
H 1.27 1.95 6.47
H 1.53 0.13 5.90
H 0.54 3.36 4.81
H 1.71 -2.20 2.33
H 1.99 2.84 0.16
H 3.56 -0.31 0.21
C -4.20 2.06 -7.84
C -2.69 1.92 -7.92
C -2.19 2.14 -9.33
O -2.31 0.62 -7.47
H -4.70 1.32 -8.47
H -4.55 1.90 -6.81
H -4.52 3.06 -8.16
H -2.22 2.65 -7.25
H -2.62 1.39 -10.02
H -1.10 2.02 -9.38
H -2.45 3.13 -9.70
H -2.73 -0.03 -8.06
C -3.59 7.73 -4.30
C -2.91 6.55 -3.60
C -1.98 7.03 -2.50
O -2.17 5.80 -4.56
H -2.85 8.38 -4.77
H -4.25 7.37 -5.10
H -4.18 8.32 -3.60
H -3.68 5.89 -3.18
H -1.19 7.66 -2.90
H -1.50 6.18 -2.01
H -2.53 7.60 -1.74
H -1.50 6.38 -4.94
C 4.16 -0.12 9.43
C 4.92 -0.52 8.18
C 6.30 0.11 8.14
O 4.18 -0.12 7.03
H 4.02 0.97 9.47
H 3.17 -0.57 9.44
H 4.70 -0.43 10.33
H 5.01 -1.61 8.14
H 6.23 1.20 8.13
H 6.83 -0.18 7.23
H 6.90 -0.19 9.00
H 4.09 0.84 7.05
C 4.86 -6.00 -5.48
C 4.42 -4.62 -5.00
C 5.38 -3.54 -5.46
O 4.35 -4.61 -3.58
H 5.85 -6.25 -5.08
H 4.17 -6.76 -5.13
H 4.91 -6.04 -6.57
H 3.42 -4.41 -5.38
H 6.39 -3.71 -5.06
H 5.06 -2.56 -5.10
H 5.45 -3.51 -6.56
H 5.23 -4.80 -3.23
*
```